12
Properties=species:S:1:pos:R:3:forces:R:3:nbo_charge:R:1 method="wB97M-V/def2-TZVPD" gap_ha=0.3363 e_above_lowest_kcal_mol=152.6 spin_multiplicity=1 e_homo_ev=-8.57
N -1.4736 -0.6249 1.3467 0.055 -0.115 -0.444 -0.50
C -1.0693 -0.5087 0.1429 -0.391 -0.391 0.310 0.39
C 0.4000 -0.7794 -0.4560 0.260 -0.270 -0.231 -0.14
C 0.1414 0.4360 -1.3177 0.075 0.034 -0.158 -0.26
N -0.8909 0.8893 -0.3313 -0.161 0.162 -0.024 -0.38
C -0.2948 0.5677 1.0138 0.365 0.576 0.446 0.19
N 0.9815 -0.1039 0.7407 -0.019 -0.062 0.102 -0.61
H 0.8585 -1.7152 -0.7614 -0.091 0.117 0.025 0.23
H 0.9735 1.1315 -1.4356 -0.089 -0.137 0.032 0.22
H -0.3566 0.2290 -2.2662 0.058 0.059 0.147 0.22
H -0.4049 1.2587 1.8373 -0.025 -0.027 -0.137 0.26
H 1.1352 -0.7800 1.4867 -0.036 0.054 -0.067 0.38